Record 1
ORCA calculation (ωB97M-V/def2-TZVPD) on 2 unconnected molecules or ions with the total composition CH4F2NP.

Geometry as XYZ:
```
9
Properties=species:S:1:pos:R:3:forces:R:3:mulliken_charge:R:1
C 0.58612 0.49906 -0.72572 1.7501 -1.2050 2.9678 -0.721
N 0.13042 -0.77354 -1.09778 -0.0034 -1.3438 0.4233 -0.459
F 0.25021 -0.42551 2.37589 0.1423 -0.9522 -0.2270 -0.229
F -1.80014 0.13543 1.56790 -0.2314 -0.9952 -0.3409 -0.240
P -0.92719 -1.23485 1.62757 0.0385 1.9359 0.2322 0.491
H 1.24532 0.37890 0.23187 -1.0361 0.5969 -1.7775 0.218
H 1.14759 0.87369 -1.52332 1.3780 0.8330 -1.3349 0.383
H -0.16371 1.21262 -0.55710 -1.3401 1.1272 0.4649 0.332
H -0.46864 -0.66580 -1.89931 -0.6980 0.0032 -0.4080 0.224
```
Forces are in eV/Å.

Values from the calculation:
Energy above the lowest of the compared OMol25 structures with the same formula, charge and spin = 77.5 kcal/mol
Total charge = 0
HOMO-LUMO gap (alpha / beta) = 9.46 / 7.76 eV
Calculated total energy = -17313.9630 eV
Highest occupied orbital energy (alpha / beta) = -9.91 / -8.09 eV

---

Record 2
ORCA calculation (ωB97M-V/def2-TZVPD) on 2 unconnected molecules or ions with the total composition CH4FN2.

Geometry as XYZ:
```
8
Properties=species:S:1:pos:R:3:forces:R:3:mulliken_charge:R:1
C 0.10964 0.46544 0.55920 -0.4012 -2.3712 -2.6601 0.523
N -0.57745 1.40702 0.01652 1.2693 0.0179 1.0224 -0.254
N 0.23723 -1.60092 -0.79661 0.1135 -0.1708 0.9527 -0.461
F 0.75359 0.43352 1.62985 -0.1456 0.9498 0.5284 -0.065
H -0.95009 1.26112 -0.96855 0.4664 0.4689 1.7128 0.351
H -0.49638 2.29807 0.57046 -0.7890 -0.3890 -1.2869 0.306
H 1.18379 -2.07971 -0.94376 -1.1959 0.9430 0.5721 0.296
H -0.26032 -2.18454 -0.06710 0.6825 0.5514 -0.8415 0.304
```
Forces are in eV/Å.

Values from the calculation:
Energy above the lowest of the compared OMol25 structures with the same formula, charge and spin = 121.5 kcal/mol
Total charge = +1
HOMO-LUMO gap (alpha / beta) = 10.01 / 9.49 eV
Calculated total energy = -6787.3614 eV
Highest occupied orbital energy (alpha / beta) = -15.79 / -16.41 eV

---

Record 3
ORCA calculation (ωB97M-V/def2-TZVPD) on 2 unconnected molecules or ions with the total composition CH4FN2.

Geometry as XYZ:
```
8
Properties=species:S:1:pos:R:3:forces:R:3:mulliken_charge:R:1
C 0.08194 0.03108 0.01212 5.3016 1.2349 0.1113 0.677
N -0.40658 1.19891 -0.00552 -0.1299 0.6193 0.0597 -0.281
N -0.19354 -1.17567 0.04894 3.1131 -0.9000 0.4328 -0.157
F 1.92589 -0.07256 0.03830 -5.6399 0.9488 -0.0984 -0.366
H -1.40569 1.42151 0.09542 0.5187 -0.2188 -0.0353 0.287
H 0.27908 1.93211 -0.07389 0.0894 0.6605 -0.0558 0.294
H -0.97630 -1.67442 -0.13766 -3.4224 -1.4382 -0.6351 0.227
H 0.69519 -1.66097 0.02229 0.1695 -0.9065 0.2208 0.320
```
Forces are in eV/Å.

Values from the calculation:
Energy above the lowest of the compared OMol25 structures with the same formula, charge and spin = 62.2 kcal/mol
Total charge = +1
HOMO-LUMO gap = 11.61 eV
Calculated total energy = -6789.9326 eV
Highest occupied orbital energy = -18.01 eV

---

Record 4
ORCA calculation (ωB97M-V/def2-TZVPD) on a gas-phase ion, CH4FN2O (charge +1).

Geometry as XYZ:
```
9
Properties=species:S:1:pos:R:3:forces:R:3:mulliken_charge:R:1
C -0.36140 0.74657 0.08929 -1.8778 -4.4353 -2.9180 0.561
N -0.90661 -0.79566 -0.38266 1.0082 4.0813 3.1826 -0.140
N 0.87336 0.95040 0.32371 0.0906 0.3612 0.3309 -0.176
O 0.13846 -1.65366 -0.15177 0.5301 -0.1938 -0.2997 -0.410
F -1.26404 1.64257 0.06176 0.5545 -0.0957 0.3190 -0.117
H -1.17389 -0.75951 -1.36190 0.4264 0.1562 -0.2743 0.297
H 1.52869 0.16790 0.23928 -0.3030 0.0198 -0.0061 0.299
H 1.24050 1.88134 0.53608 -0.1586 -0.2426 0.1257 0.288
H -0.07507 -2.17994 0.64622 -0.2704 0.3487 -0.4601 0.397
```
Forces are in eV/Å.

Values from the calculation:
Energy above the lowest of the compared OMol25 structures with the same formula, charge and spin = 30.3 kcal/mol
SMILES = [NH2+]=C(F)NO
Total charge = +1
HOMO-LUMO gap = 10.82 eV
Calculated total energy = -8836.9735 eV
Highest occupied orbital energy = -15.79 eV

---

Record 5
ORCA calculation (ωB97M-V/def2-TZVPD) on 2 unconnected molecules or ions with the total composition CH4FNO2.

Geometry as XYZ:
```
9
Properties=species:S:1:pos:R:3:forces:R:3:mulliken_charge:R:1
C -0.17614 -0.18035 -0.52505 -0.4954 -0.4572 -1.7968 0.674
N 0.62843 -1.02554 0.20003 -0.9951 2.6040 -0.4545 -0.327
O -0.50304 -0.92411 -1.68551 -1.0865 2.2019 -0.6261 -0.513
O -0.55504 0.97255 -0.33959 1.1574 -1.7701 0.1252 -0.588
F -0.02346 2.12444 2.34312 0.0702 0.0217 -0.2303 -0.404
H 0.51099 -1.98353 0.10589 -0.0020 -1.6739 -0.4455 0.209
H 1.23721 -0.66511 0.87958 0.3625 0.4456 1.0756 0.205
H -0.99025 -0.35727 -2.39658 1.1301 -1.1556 2.3315 0.340
H -0.12870 2.03893 1.41810 -0.1412 -0.2164 0.0210 0.404
```
Forces are in eV/Å.

Values from the calculation:
Energy above the lowest of the compared OMol25 structures with the same formula, charge and spin = 2.9 kcal/mol
SMILES = NC(=O)O.F
Total charge = 0
HOMO-LUMO gap = 11.56 eV
Calculated total energy = -9405.2262 eV
Highest occupied orbital energy = -11.07 eV

---

Record 6
ORCA calculation (ωB97M-V/def2-TZVPD) on CH4FNO2 in the gas phase.

Geometry as XYZ:
```
9
Properties=species:S:1:pos:R:3:forces:R:3:mulliken_charge:R:1
C 0.33338 -0.36350 -0.15532 1.5536 1.6709 1.4362 0.138
N -0.82765 -0.57297 0.75509 -2.2927 2.1006 -2.7607 -0.191
O 0.16904 -0.87308 -1.38463 -0.3679 -3.0071 1.2627 -0.443
O 0.66046 1.07309 -0.36706 -0.9783 -1.5060 1.7765 -0.568
F -0.45391 0.16000 1.92282 -0.3556 0.0050 -0.4710 -0.218
H 1.21723 -0.81027 0.29648 -0.1797 -0.1760 0.4867 0.320
H -1.72194 0.06183 0.22056 3.1986 -1.9938 2.2334 0.326
H 0.03495 -0.10295 -1.84074 -0.7697 2.8595 -2.9073 0.296
H 0.58846 1.42784 0.55281 0.1917 0.0470 -1.0565 0.340
```
Forces are in eV/Å.

Values from the calculation:
Energy above the lowest of the compared OMol25 structures with the same formula, charge and spin = 91.4 kcal/mol
SMILES = OC(O)NF
Total charge = 0
HOMO-LUMO gap = 11.62 eV
Calculated total energy = -9401.3911 eV
Highest occupied orbital energy = -10.86 eV

---

Record 7
ORCA calculation (ωB97M-V/def2-TZVPD) on 2 unconnected molecules or ions with the total composition CH4FNS.

Geometry as XYZ:
```
8
Properties=species:S:1:pos:R:3:forces:R:3:mulliken_charge:R:1
C 1.08384 0.22083 -0.12504 4.1625 0.5271 1.2454 -0.446
N 0.10959 0.51868 -1.01895 -3.0164 1.5149 -2.4684 -0.236
F -1.63128 -1.15636 0.64832 -1.0642 -0.2539 0.4852 -0.372
S -1.22799 1.32484 -0.79541 1.5580 -0.4165 0.2201 -0.050
H 0.72290 -0.71554 0.25049 0.4108 -1.0378 0.4544 0.235
H 2.12385 0.11392 -0.67574 -2.1063 -0.2747 0.8989 0.222
H 1.33949 0.87042 0.75387 -0.9097 -0.0752 -0.5098 0.275
H -2.52040 -1.17678 0.96247 0.9653 0.0161 -0.3259 0.372
```
Forces are in eV/Å.

Values from the calculation:
Energy above the lowest of the compared OMol25 structures with the same formula, charge and spin = 55.7 kcal/mol
SMILES = CN=S.F
Total charge = 0
HOMO-LUMO gap (alpha / beta) = 7.20 / 7.20 eV
Calculated total energy = -16142.2307 eV
Highest occupied orbital energy (alpha / beta) = -8.04 / -8.04 eV

---

Record 8
ORCA calculation (ωB97M-V/def2-TZVPD) on 2 unconnected molecules or ions with the total composition CH4FO3P.

Geometry as XYZ:
```
10
Properties=species:S:1:pos:R:3:forces:R:3:mulliken_charge:R:1
C -0.24307 0.28023 0.56601 -3.8792 -2.3019 1.2613 0.203
O -1.17751 2.21392 -0.88785 -3.3342 -0.8656 -0.5530 -0.279
O 0.53943 0.82031 -0.19345 1.4523 0.8821 -0.6437 -0.123
O 0.09292 2.09347 -0.96976 2.5814 0.5189 -0.2440 0.015
F -1.38974 -0.85483 -0.93278 0.3570 1.1392 0.6827 -0.663
P 0.08263 -1.55059 0.66658 -1.4055 0.0032 3.0531 0.028
H -1.24216 0.63192 1.13468 2.4384 0.0771 -1.7998 0.339
H -1.53854 1.48644 -1.49305 0.1498 0.7673 0.7307 0.394
H 0.64174 -1.64885 -0.53150 1.7034 -0.1071 -1.4295 0.043
H 1.16264 -1.38402 1.66472 -0.0634 -0.1133 -1.0576 0.043
```
Forces are in eV/Å.

Values from the calculation:
Energy above the lowest of the compared OMol25 structures with the same formula, charge and spin = 109.9 kcal/mol
Total charge = 0
HOMO-LUMO gap = 8.16 eV
Calculated total energy = -19241.8195 eV
Highest occupied orbital energy = -9.34 eV